(i)
Molecular formula: C6H9N3
Method: DFT, ωB97M-V with the def2-TZVPD basis set

Geometry (Å):
C 2.17931 -0.43280 1.53738
C 0.89566 -0.26311 0.97750
N -0.23019 -0.50879 1.71135
C -1.22654 -0.36987 0.86042
N -2.53680 -0.58562 1.10512
C -0.75849 -0.00135 -0.50611
C -1.43006 0.25163 -1.62853
N 0.61691 0.02220 -0.35632
C 1.52232 0.83112 -1.17442
H 3.15537 -0.54781 1.06732
H 2.02259 -0.79490 2.53639
H -3.18595 -0.71832 0.32736
H -2.80690 -0.99047 2.09590
H -0.87534 0.56225 -2.48283
H -2.44878 0.37271 -1.76114
H 0.84066 1.42663 -1.76248
H 2.07110 1.49289 -0.55129
H 2.19512 0.25362 -1.99561

Its net charge is 0. The SMILES is C=c1nc(N)c(=C)n1C. The value obtained for the HOMO energy is -7.3 eV. The orbital gap is 7.8 eV.


(ii)
Molecular formula: C6H9N3
Method: DFT, ωB97M-V with the def2-TZVPD basis set

Geometry (Å):
C -1.41078 -0.18621 1.70930
N -0.42980 0.83469 2.01954
C -0.33451 0.14192 0.75695
C 0.62606 -0.92967 0.45667
N 1.81774 -0.52692 -0.31341
C 0.68017 -1.10462 -1.01022
C -0.25145 -0.10411 -1.69344
N 0.19099 1.27252 -1.57731
C -0.78804 0.69141 -0.56523
H -2.42941 0.09036 1.61764
H -1.31885 -0.99956 2.39349
H -0.80815 1.79392 2.00249
H 0.73969 -1.73985 1.10478
H 2.49853 -1.22213 -0.09599
H 0.69222 -2.13946 -1.42942
H -0.83577 -0.30260 -2.58745
H 1.07114 1.31404 -1.13240
H -1.79062 1.09088 -0.69906

Its net charge is 0. The SMILES is C1N[C@@]12[C@@H]1N[C@@H]1[C@@H]1N[C@@H]12. The value obtained for the HOMO energy is -9.2 eV. The orbital gap is 10.1 eV.


Of them, (i) has the highest stability.


(i)
Molecular formula: C6H9N3
Method: DFT, ωB97M-V with the def2-TZVPD basis set

Geometry (Å):
C -1.69147 -1.04957 -0.13792
N -0.82336 -1.07206 -1.08150
N -0.23297 0.19875 -1.19337
C 1.22576 -0.08545 -1.32647
C 1.78974 0.07298 0.05717
N 1.12942 -0.60957 1.19533
C 0.72738 0.75001 0.89405
C -0.49028 0.98388 0.04799
C -1.73268 0.25331 0.60112
H -2.22519 -1.99437 0.02206
H 1.28569 -1.10460 -1.72470
H 1.64395 0.59803 -2.03478
H 2.87613 0.14145 0.17251
H 0.46111 -1.39042 0.99034
H 1.07398 1.44139 1.64838
H -0.65176 2.02348 -0.22087
H -1.68572 0.04361 1.69501
H -2.67973 0.79915 0.39566

Its net charge is 0. The SMILES is C1=NN2C[C@@H]3N[C@@H]3[C@@H]2C1. The value obtained for the HOMO energy is -8.4 eV. The orbital gap is 9.4 eV.


(ii)
Molecular formula: C6H9N3
Method: DFT, ωB97M-V with the def2-TZVPD basis set

Geometry (Å):
N -2.12406 -1.77500 -0.03930
C -1.10540 -0.91254 -0.07971
C -1.43707 0.45395 -0.02954
C -0.32829 1.36211 -0.01365
N -0.48140 2.71215 -0.01750
C 1.01764 0.82283 0.02283
C 1.38771 -0.51454 -0.00930
N 2.73755 -0.86458 -0.06353
C 0.25802 -1.32987 -0.10544
H -2.03613 -2.82754 -0.14222
H -2.96097 -1.50303 0.70705
H -2.48153 0.79984 0.11672
H -1.42851 2.99632 -0.19939
H 0.34662 3.23310 -0.40779
H 1.85890 1.55095 0.15637
H 2.93523 -1.78773 0.27941
H 3.38287 -0.14019 0.27070
H 0.45881 -2.27623 -0.44571

Its net charge is 0. The SMILES is Nc1cc(N)cc(N)c1. The value obtained for the HOMO energy is -7.1 eV. The orbital gap is 8.2 eV.


(iii)
Molecular formula: C6H9N3
Method: DFT, ωB97M-V with the def2-TZVPD basis set

Geometry (Å):
C -1.32410 -1.65490 0.31259
C 0.64145 -2.37023 0.76301
C -0.69276 -0.46402 0.12315
C -0.65730 0.85542 -0.32802
C -2.04542 1.42897 -0.52192
C 2.33630 -0.64630 0.62498
N -0.64074 -2.69985 0.69494
N 0.40071 1.49906 -0.40974
N 1.08254 -1.18657 0.52799
H -2.48669 -1.73434 0.39647
H 1.35031 -3.27068 1.00100
H -2.80478 0.69130 -0.28004
H -2.08871 1.53568 -1.72289
H -2.35436 2.46410 -0.09659
H 3.18088 -1.33536 0.35691
H 2.30464 0.24330 -0.12903
H 2.47711 -0.15557 1.52331
H 0.48048 2.49944 -0.58487

Its net charge is 0. The value obtained for the HOMO energy is -8.4 eV. The orbital gap is 9.0 eV.


Of them, (ii) has the highest stability.


(i)
Molecular formula: C3H4ClN
Method: DFT, ωB97M-V with the def2-TZVPD basis set

Geometry (Å):
C -2.17977 0.65110 0.27575
C -1.07108 0.10879 0.11939
C 0.23297 -0.38572 0.18530
N 1.05972 0.12373 -0.83517
Cl 2.50735 -0.94561 -0.91252
H -3.13303 0.95539 0.01531
H 0.29190 -1.43857 0.15711
H 0.98773 -0.21524 1.65047
H 1.30419 1.14613 -0.65565

Its net charge is 0. The value obtained for the HOMO energy is -9.4 eV. The orbital gap is 9.3 eV.


(ii)
Molecular formula: C3H4ClN
Method: DFT, ωB97M-V with the def2-TZVPD basis set

Geometry (Å):
C -1.62820 0.37354 0.64285
C 3.07174 0.26871 -1.11517
C -0.90184 -0.22538 -0.28950
N 2.64572 0.02120 -0.03967
Cl -0.67275 -1.87342 -0.51026
H -2.30135 -0.08206 1.35813
H -1.86573 1.44605 0.37895
H -0.47591 0.47245 -1.06434
H 2.12832 -0.40109 0.63901

Its net charge is 0. The value obtained for the HOMO energy is -10.0 eV. The orbital gap is 10.9 eV.


Of them, (ii) has the highest stability.


(i)
Molecular formula: C4H5I
Method: DFT, ωB97M-V with the def2-TZVPD basis set

Geometry (Å):
C 2.36792 0.21621 -0.17686
C 1.25511 0.23846 0.26728
C -0.08314 0.20614 0.75907
C -1.16010 -0.29410 -0.62643
I -3.18355 -0.37657 0.02274
H 3.36306 0.20418 -0.50705
H -0.45467 1.16089 1.10826
H -0.22390 -0.57624 1.50241
H -0.82531 -1.25824 -0.97328
H -1.05541 0.47927 -1.37614

Its net charge is 0. The SMILES is C#CCCI. The value obtained for the HOMO energy is -9.3 eV. The orbital gap is 9.8 eV.


(ii)
Molecular formula: C4H5I
Method: DFT, ωB97M-V with the def2-TZVPD basis set

Geometry (Å):
C -0.97582 -1.15425 -1.07939
C 0.06612 -0.48306 -1.60206
C 0.12157 -0.94056 -0.25919
C -0.26029 0.88157 1.25053
I -0.75566 2.22085 -0.29805
H -1.92411 -1.44305 -1.15798
H 0.47777 0.13159 -2.39598
H 0.83889 -1.67392 0.08190
H 0.72966 0.95464 1.66041
H -1.06060 0.39618 1.71929

Its net charge is 0. The value obtained for the HOMO energy is -7.5 eV. The orbital gap is 8.1 eV.


(iii)
Molecular formula: C4H5I
Method: DFT, ωB97M-V with the def2-TZVPD basis set

Geometry (Å):
I -2.72783 -0.14730 -0.08406
C -0.66386 0.03192 -0.55874
C 0.10667 1.22314 -0.03852
C 0.97806 0.41999 0.61461
C 0.28947 -0.92433 0.29292
H -0.73598 0.00437 -1.87542
H 0.26278 2.17237 -0.43809
H 1.79158 0.42592 1.24384
H 0.85277 -1.67011 -0.29886
H -0.15366 -1.53596 1.14232

Its net charge is 0. The SMILES is I[C@H]1C=CC1. The value obtained for the HOMO energy is -9.1 eV. The orbital gap is 9.8 eV.


Of them, (i) has the highest stability.


(i)
Molecular formula: C4H5I
Method: DFT, ωB97M-V with the def2-TZVPD basis set

Geometry (Å):
C 0.88868 1.17469 -0.60392
C 0.77215 1.11974 0.71232
C 0.98871 -0.13658 0.01353
C -1.12319 -1.27396 -0.05849
I -2.44260 0.34808 -0.14269
H 0.88144 1.74251 -1.50038
H 0.59586 1.60901 1.63997
H 1.73676 -0.89483 0.06654
H -1.19838 -1.84600 0.84647
H -1.09942 -1.84265 -0.97335

Its net charge is 0. The value obtained for the HOMO energy is -7.6 eV. The orbital gap is 8.4 eV.


(ii)
Molecular formula: C4H5I
Method: DFT, ωB97M-V with the def2-TZVPD basis set

Geometry (Å):
C 1.69221 -1.95599 -0.18841
C 0.68406 -2.59238 0.24039
C -0.40845 2.48419 -0.34700
C -0.40259 1.22709 -0.11360
I -1.79434 -0.01029 0.95499
H 0.09576 -3.31321 -0.21581
H 0.50121 -2.39936 1.30540
H 0.45332 2.90704 -1.00955
H -1.10589 3.13632 0.07437
H 0.28470 0.51659 -0.70078

Its net charge is 0. The value obtained for the HOMO energy is -9.4 eV. The orbital gap is 9.1 eV.


Of them, (i) has the highest stability.


(i)
Molecular formula: C6H8N2O2
Method: DFT, ωB97M-V with the def2-TZVPD basis set

Geometry (Å):
C -2.75514 -0.08260 -0.06085
C -1.26763 -0.01526 -0.13251
C -0.20902 -0.21770 1.00147
C 0.61545 -0.09373 -0.31501
N -0.42177 -0.90759 -1.03805
C 2.05234 -0.31644 -0.51394
N 2.87744 -0.11071 -1.39719
C -0.33148 1.09170 -0.61458
O -0.31583 2.22872 -0.96432
H -3.07391 -1.06821 0.30299
H -3.12994 0.68349 0.62977
H -3.19334 0.08992 -1.05228
H -0.10221 0.55304 1.77665
H -0.21224 -1.23641 1.41201
H -0.42597 -1.85448 -0.64565
O 3.29525 0.17841 0.79672
H 3.85842 0.30635 -0.50500
H 2.73959 0.77150 1.31979

Its net charge is 0. The value obtained for the HOMO energy is -9.5 eV. The orbital gap is 9.9 eV.


(ii)
Molecular formula: C6H8N2O2
Method: DFT, ωB97M-V with the def2-TZVPD basis set

Geometry (Å):
C -2.62993 0.10554 0.03103
O -1.78131 -0.97718 0.09731
C -0.39351 -0.62957 0.07564
C 0.36848 -2.05684 -0.08899
O 1.50834 -2.32359 0.21076
N -0.07816 0.08602 -1.12448
C 0.94677 0.79690 -1.14547
C 1.93257 0.98473 -0.02796
C 1.12117 0.71348 1.19498
N 0.07543 0.01732 1.27504
H -3.53500 -0.37794 -0.09137
H -2.25301 0.67108 -0.83728
H -2.55682 0.59681 1.03854
H -0.32809 -2.69809 -0.43047
H 1.28412 1.48557 -1.97736
H 2.72796 0.31512 -0.16820
H 2.37106 1.99887 -0.04210
H 1.21992 1.29177 2.01039

Its net charge is 0. The SMILES is COC1(C=O)N=CCC=N1. The value obtained for the HOMO energy is -9.5 eV. The orbital gap is 10.1 eV.


(iii)
Molecular formula: C6H8N2O2
Method: DFT, ωB97M-V with the def2-TZVPD basis set

Geometry (Å):
O 1.22752 -2.23780 2.31669
C 1.07002 -1.27810 1.60956
C 0.45525 0.00124 2.03006
C 0.37150 1.05543 1.18265
N 0.81046 0.91692 -0.12956
C 1.26242 -0.26528 -0.67567
O 1.51242 -0.40968 -1.85153
N 1.49283 -1.27305 0.25821
H 0.07306 0.02479 3.06041
H -0.00925 2.00414 1.50417
H 0.71568 1.63721 -0.81323
H 1.84622 -2.15278 -0.11494
C -1.83048 -0.28678 -1.23230
C -1.81664 0.99496 -1.57159
H -2.00032 -0.55033 -0.19497
H -1.44824 -1.09343 -2.06117
H -2.05518 1.63206 -0.67725
H -1.67728 1.28049 -2.63955

Its net charge is 0. The SMILES is O=c1cc[nH]c(=O)[nH]1.C=C. The value obtained for the HOMO energy is -9.5 eV. The orbital gap is 10.1 eV.


(iv)
Molecular formula: C6H8N2O2
Method: DFT, ωB97M-V with the def2-TZVPD basis set

Geometry (Å):
N -2.41236 0.91411 -0.05546
C -1.94566 -0.32171 0.18324
O -2.79353 -1.22537 0.18494
C -0.45486 -0.57598 0.06047
C 0.33912 0.09115 1.18625
N 1.75403 -0.14925 0.99586
C 2.28160 -0.07033 -0.23088
C 1.52461 0.00226 -1.37646
C 0.10164 -0.18761 -1.32253
O -0.64359 -0.14113 -2.30006
H -1.92796 1.68810 0.37886
H -3.43270 0.82039 -0.36995
H -0.33028 -1.66794 0.13354
H 0.03332 -0.30664 2.16023
H 0.15850 1.18064 1.19293
H 2.36416 -0.10601 1.79987
H 3.37142 -0.03840 -0.27554
H 2.01253 0.09373 -2.34533

Its net charge is 0. The SMILES is NC(=O)[C@@H]1CNC=CC1=O. The value obtained for the HOMO energy is -8.7 eV. The orbital gap is 9.1 eV.


Of them, (iv) has the highest stability.


(i)
Molecular formula: C7H8N2O
Method: DFT, ωB97M-V with the def2-TZVPD basis set

Geometry (Å):
N 0.85726 -1.30779 0.33147
C -0.41510 -0.62334 0.43726
C -1.09461 -0.33705 -0.91013
C -0.25056 0.50782 -1.75596
C 0.47928 1.37401 -2.20322
C 1.41677 2.37105 -2.41212
C 2.03642 3.37555 -2.70068
C -1.33494 -1.31815 1.39157
N -2.29697 -1.23723 2.10964
H 1.15307 -1.88739 1.11108
H 0.82586 -2.03926 -0.37641
H -0.22840 0.36376 0.89130
H -1.29450 -1.29179 -1.41908
H -2.05512 0.16809 -0.73601
H 2.47170 4.25040 -3.15281
O 0.06362 -0.79483 3.25649
H 0.82227 -0.85968 2.64927
H -1.15607 -0.71417 3.48834

Its net charge is 0. The value obtained for the HOMO energy is -9.6 eV. The orbital gap is 9.7 eV.


(ii)
Molecular formula: C7H8N2O
Method: DFT, ωB97M-V with the def2-TZVPD basis set

Geometry (Å):
C -3.39748 0.16652 -0.12282
C -2.02842 -0.40433 0.11735
O -1.90739 -1.42908 0.74060
N -0.98162 0.31136 -0.27501
C 0.37409 0.07682 -0.19164
C 1.22211 1.03335 0.14711
C 2.63407 0.78275 0.29006
C 3.02130 -0.52601 0.11351
C 2.08129 -1.48344 -0.24464
N 0.79722 -1.17697 -0.38586
H -3.59752 1.24822 0.09261
H -3.80058 0.12542 -1.10896
H -4.12516 -0.26545 0.22983
H -1.23415 1.24196 -0.47060
H 1.08702 1.98709 0.44169
H 3.13748 1.59911 0.71265
H 4.24599 -0.86164 0.20291
H 2.47177 -2.42568 -0.28880

Its net charge is 0. The SMILES is CC(=O)Nc1ccccn1. The value obtained for the HOMO energy is -9.1 eV. The orbital gap is 9.9 eV.


Of them, (ii) has the highest stability.


(i)
Molecular formula: C4H12N2S
Method: DFT, ωB97M-V with the def2-TZVPD basis set

Geometry (Å):
N 3.36767 1.21936 -0.45388
C 2.00531 1.32622 -0.98646
N 1.25654 0.07739 -0.81580
C -0.20586 0.29221 -0.96498
C -0.74619 0.73607 0.39652
C -1.12807 -0.38494 1.35495
S -2.33551 -1.57500 0.69924
H 4.01396 0.84398 -1.13175
H 3.31868 0.52452 0.28320
H 2.07460 1.61474 -2.04521
H 1.55641 2.15122 -0.45745
H 1.57661 -0.57817 -1.51705
H -0.74982 -0.57856 -1.33679
H -0.46759 1.13134 -1.63448
H -1.64536 1.29303 0.10923
H -0.03349 1.38143 0.90465
H -1.61624 0.03622 2.24919
H -0.21779 -0.83421 1.76867
H -1.70166 -2.71714 1.00522

Its net charge is 0. The SMILES is NCNCCCS. The value obtained for the HOMO energy is -9.0 eV. The orbital gap is 9.9 eV.


(ii)
Molecular formula: C4H12N2S
Method: DFT, ωB97M-V with the def2-TZVPD basis set

Geometry (Å):
C 0.06691 -2.38158 -0.71358
N 0.67520 -1.53235 0.33468
C 0.48534 -0.08046 0.16908
C -0.31550 0.65465 1.32734
N 0.49552 1.81255 1.68241
C -0.21503 0.36638 -1.15406
S 0.18085 2.16364 -1.45072
H -1.00979 -2.19849 -0.90994
H 0.47943 -2.19512 -1.67001
H 0.04605 -3.43881 -0.53846
H 0.36090 -1.84174 1.24493
H 1.46050 0.39590 0.20798
H -0.56639 0.15079 2.23101
H -1.24488 1.14614 0.93941
H 0.32541 2.27326 2.61565
H 0.51581 2.60903 1.06681
H 0.16639 -0.25714 -1.96804
H -1.25942 0.18580 -0.93873
H -0.64730 2.16754 -2.47575

Its net charge is 0. The SMILES is CN[C@H](CN)CS. The value obtained for the HOMO energy is -8.6 eV. The orbital gap is 9.5 eV.


(iii)
Molecular formula: C4H12N2S
Method: DFT, ωB97M-V with the def2-TZVPD basis set

Geometry (Å):
C 0.58075 0.90303 -1.11330
C 1.31373 0.82939 1.30727
C 1.02482 -1.24964 0.05541
C 0.49877 0.10601 0.13570
N -1.52395 -1.67533 0.74467
N -2.34423 0.49353 -1.33185
S -1.23831 -0.17469 0.85422
H 1.67475 0.81652 -1.35942
H -0.16757 0.62853 -1.80624
H 0.51112 1.94508 -0.85699
H 1.28163 0.21760 2.23255
H 0.77984 1.72830 1.64133
H 2.27623 1.12799 1.03096
H 0.91365 -1.77043 -0.94082
H 2.07037 -1.11093 0.26631
H 0.61952 -1.88322 0.82170
H -2.37521 -2.11757 1.01808
H -2.98562 -0.23789 -1.55548
H -2.91031 1.42372 -1.14408

Its net charge is 0. The value obtained for the HOMO energy (alpha / beta) is -7.6 / -8.9 eV. The orbital gap (alpha / beta) is 7.3 / 9.0 eV.


Of them, (i) has the highest stability.